(1)
This record from the OMol25 dataset describes a molecular structure, C10H11ClF5ScY in a non-equilibrium geometry. The level of theory is wB97M-V/def2-TZVPD.

As for the spin multiplicity: 1. For the LUMO energy, the calculation gives 2.37 eV. The molecular weight is 395.50 g/mol. The total charge is -1. The HOMO energy is -0.1462 Eh.

Each line ends with the natural charge from an NBO analysis.
Element x y z (Å)
1 Sc 0.9314 -0.2643 -2.7983  1.68
2 Cl 2.0903 -2.3109 -2.2913  -0.64
3 C 2.4561 1.2103 -3.4216  -1.29
4 C -0.4376 -0.7780 -4.4907  -1.28
5 H 2.2589 1.6109 -4.4429  0.21
6 H 2.5350 2.0459 -2.6957  0.21
7 H 3.4025 0.6261 -3.4219  0.21
8 H -0.3394 -0.0854 -5.3585  0.21
9 H -1.4946 -0.8327 -4.1538  0.21
10 H -0.0921 -1.8000 -4.7829  0.21
11 Y -0.2073 -0.4204 0.8432  2.00
12 C -2.1902 -1.2464 1.4949  -1.38
13 C -0.4971 0.9638 -0.9456  -1.66
14 H -2.9291 -0.6024 0.9561  0.23
15 H -2.2063 -2.3120 1.1696  0.21
16 H -2.1733 -1.1027 2.5982  0.21
17 H -1.4297 1.0675 -1.5256  0.21
18 H 0.0161 1.9285 -1.0480  0.22
19 F 1.2302 -1.4605 2.5667  -0.38
20 C 1.5556 -0.1052 2.9882  0.25
21 C 1.0993 0.9618 2.2275  -0.58
22 C 1.4584 2.2484 2.4564  0.33
23 F 1.0959 3.2636 1.6402  -0.30
24 C 2.2270 2.4804 3.5944  0.31
25 F 2.6173 3.7388 3.9349  -0.32
26 C 2.6401 1.4467 4.4289  0.25
27 F 3.3838 1.6920 5.5106  -0.30
28 C 2.3212 0.0894 4.1325  0.28
29 F 2.7506 -0.9106 4.9073  -0.30

Atoms 1-2, force components in eV/Å:
Sc -0.95 0.98 0.32
Cl -0.11 -0.02 0.39

(2)
This record from the OMol25 dataset describes a molecular structure, C10H11FMoN3SSe3Te. The level of theory is wB97M-V/def2-TZVPD.

As for the spin multiplicity: 3. For the LUMO energy (spin up / spin down), the calculation gives -4.55 / -4.29 eV. The molecular weight is 684.70 g/mol. As for the expectation value of S²: 2.048. The total charge is +1. The HOMO energy (spin up / spin down) is -0.3994 / -0.4142 Eh.

Each line ends with the Löwdin spin population.
Element x y z (Å)
1 Mo -0.2690 -0.3288 -0.1285  1.78
2 Se -1.1828 1.7695 -0.8957  -0.08
3 Se -2.8499 0.8758 -2.2951  0.05
4 Te -2.1009 -1.5177 -2.1723  0.02
5 Se -2.1716 -1.7342 0.3506  0.01
6 F 2.2622 1.4900 5.2282  0.01
7 C 1.6994 1.0899 4.0796  0.04
8 C 0.5507 1.7177 3.6464  -0.01
9 C -0.0219 1.3004 2.4527  0.05
10 C 0.5541 0.2745 1.6838  0.00
11 C 1.7150 -0.3388 2.1839  0.04
12 C 2.2955 0.0622 3.3777  -0.01
13 H 0.1177 2.5110 4.2411  0.00
14 H -0.9332 1.7848 2.1299  0.00
15 H 2.1905 -1.1499 1.6461  0.00
16 H 3.1894 -0.4061 3.7692  0.00
17 C 2.8174 -4.3027 0.6854  0.00
18 C 2.0210 -3.9568 -0.5763  0.00
19 C 2.1951 -2.5258 -0.9631  0.02
20 N 1.3563 -1.5867 -0.7102  0.01
21 N 1.7331 -0.3202 -1.0989  0.02
22 C 2.9031 -0.3123 -1.6737  0.01
23 N 3.4893 0.7828 -2.1630  0.01
24 S 3.6026 -1.8951 -1.7449  0.02
25 H 2.6688 -5.3510 0.9383  0.00
26 H 2.4829 -3.7019 1.5310  0.00
27 H 3.8869 -4.1406 0.5474  0.00
28 H 0.9530 -4.1076 -0.4185  0.00
29 H 2.3194 -4.5906 -1.4121  0.00
30 H 3.0342 1.6731 -2.0491  0.00
31 H 4.4147 0.7633 -2.5509  0.00

Atoms 1-2, force components in eV/Å:
Mo -0.18 0.33 -0.39
Se 0.02 0.01 0.15

(3)
This record from the OMol25 dataset describes 2 unconnected molecules or ions with the total composition C10H11FN4O3 in a non-equilibrium geometry. The level of theory is wB97M-V/def2-TZVPD.

As for the spin multiplicity: 1. For the LUMO energy, the calculation gives -1.11 eV. The molecular weight is 254.22 g/mol. The total charge is 0. The HOMO energy is -0.2578 Eh.

Each line ends with the natural charge from an NBO analysis.
Element x y z (Å)
1 F 3.6922 -2.8373 1.4736  -0.35
2 C 3.6438 -1.8225 0.5017  0.06
3 C 2.1487 -1.4411 0.1288  -0.50
4 C 1.8722 0.0699 0.2895  0.20
5 C 2.7850 1.2048 0.3244  -0.07
6 N 1.9750 2.3347 0.5360  -0.47
7 C 0.6429 2.0334 0.5977  0.25
8 N 0.6215 0.6768 0.4430  -0.31
9 C -0.6939 0.0716 0.5058  0.08
10 C -1.1126 -0.8794 1.5471  -0.28
11 C -2.4311 -1.4681 1.6523  0.03
12 N -3.3950 -1.1925 0.7265  -0.38
13 C -3.0315 -0.3252 -0.2468  0.05
14 C -1.7664 0.3765 -0.4605  -0.22
15 H 4.1357 -2.2047 -0.4267  0.18
16 H 4.2403 -0.9511 0.8694  0.16
17 H 1.5021 -2.0009 0.8609  0.27
18 H 1.9505 -1.8468 -0.8923  0.27
19 H 3.8916 1.1748 0.2096  0.26
20 H 2.3353 3.2831 0.6301  0.45
21 H -0.2515 2.6720 0.7373  0.29
22 H -0.3519 -1.1692 2.3199  0.21
23 H -2.6494 -2.1512 2.5012  0.21
24 H -3.8250 -0.1062 -1.0169  0.27
25 H -1.6030 1.1019 -1.3023  0.29
26 N -3.5845 1.3512 -3.1308  0.70
27 O -3.4386 2.5875 -3.1215  -0.55
28 O -4.7139 0.8515 -2.9728  -0.54
29 O -2.5885 0.6064 -3.2842  -0.59

Atoms 1-2, force components in eV/Å:
F -0.25 0.89 -0.73
C -0.01 0.22 -0.71

(4)
This record from the OMol25 dataset describes C10H11I2NO3 in the gas phase in a non-equilibrium geometry. The level of theory is wB97M-V/def2-TZVPD.

As for the spin multiplicity: 1. For the LUMO energy, the calculation gives -0.46 eV. The molecular weight is 447.01 g/mol. As for the SMILES: CCCOC(=O)Cn1cc(I)c(=O)c(I)c1. The total charge is 0. The HOMO energy is -0.3143 Eh.

Each line ends with the natural charge from an NBO analysis.
Element x y z (Å)
1 C 3.0400 -0.3881 -0.9133  -0.61
2 C 2.0581 -0.8241 -1.9016  -0.41
3 C 0.8544 -1.5663 -1.2236  -0.09
4 O 0.2152 -0.7403 -0.3287  -0.50
5 C -0.7352 0.0075 -0.8317  0.80
6 O -0.7745 0.5164 -1.9507  -0.57
7 C -1.8863 0.3500 0.2411  -0.31
8 N -1.9027 -0.0860 1.6802  -0.37
9 C -1.8133 0.9359 2.6773  -0.02
10 C -1.8932 0.6508 4.0075  -0.17
11 I -1.9261 2.3983 5.3474  0.19
12 C -1.8943 -0.7858 4.3093  0.32
13 O -2.0726 -1.0390 5.4915  -0.59
14 C -1.9976 -1.8006 3.3233  -0.19
15 I -1.9236 -4.0245 3.6465  0.15
16 C -2.0893 -1.3632 2.0351  0.01
17 H 2.6041 0.3527 -0.2553  0.21
18 H 3.2640 -1.2261 -0.3085  0.20
19 H 3.8441 0.0171 -1.4433  0.22
20 H 1.6720 0.0763 -2.3590  0.21
21 H 2.4237 -1.4734 -2.7040  0.20
22 H 0.2152 -1.9898 -2.0618  0.20
23 H 1.4144 -2.4084 -0.7346  0.20
24 H -1.7531 1.4548 0.3114  0.24
25 H -2.8985 0.1193 -0.1605  0.24
26 H -1.6706 1.9296 2.3697  0.22
27 H -2.1154 -2.1540 1.2788  0.23

Atoms 1-2, force components in eV/Å:
C -0.61 -0.01 0.84
C -2.62 -0.25 -0.94

(5)
This record from the OMol25 dataset describes 2 unconnected molecules or ions with the total composition C10H11IOS in a non-equilibrium geometry. The level of theory is wB97M-V/def2-TZVPD.

As for the spin multiplicity: 1. For the LUMO energy, the calculation gives 0.50 eV. The molecular weight is 306.17 g/mol. The total charge is 0. The HOMO energy is -0.2505 Eh.

Each line ends with the natural charge from an NBO analysis.
Element x y z (Å)
1 C 0.1123 -0.5885 -3.1623  -0.21
2 C -1.0037 -0.6513 -2.3406  -0.20
3 C 1.2745 0.0039 -2.6890  -0.19
4 C -0.9472 -0.1503 -1.0502  -0.26
5 C 1.3773 0.3939 -1.3253  -0.20
6 C 0.2751 0.2439 -0.5386  -0.17
7 C -2.3927 2.1966 0.3856  -0.30
8 C -2.9291 2.1257 1.4928  -0.19
9 C 1.3474 -1.5922 2.1547  -0.15
10 C 0.0509 -0.7204 2.2217  -0.69
11 O 2.3678 -0.7631 1.5916  -0.75
12 S 0.4136 0.7439 1.2069  0.57
13 I -0.4165 0.2496 4.0742  0.04
14 H -0.0930 -0.7283 -4.2595  0.22
15 H -1.9331 -1.0930 -2.8386  0.23
16 H 2.1078 0.1448 -3.3216  0.21
17 H -1.6321 -0.2132 -0.1969  0.25
18 H 2.3149 0.7888 -1.0177  0.23
19 H -2.0220 2.0137 -0.5935  0.25
20 H -0.9242 1.0210 0.9739  0.19
21 H -3.2189 2.2561 2.5633  0.27
22 H 1.4735 -1.8616 3.1991  0.18
23 H 1.2016 -2.5696 1.6551  0.18
24 H 3.1961 -1.2505 1.8148  0.48

Atoms 1-2, force components in eV/Å:
C -0.39 1.19 -1.21
C -1.88 -0.61 -0.75

(6)
This record from the OMol25 dataset describes 2 unconnected molecules or ions with the total composition C10H11N2 in a non-equilibrium geometry. The level of theory is wB97M-V/def2-TZVPD.

As for the spin multiplicity: 1. For the LUMO energy, the calculation gives -4.07 eV. The molecular weight is 159.21 g/mol. The total charge is +1. The HOMO energy is -0.4313 Eh.

Each line ends with the natural charge from an NBO analysis.
Element x y z (Å)
1 C -2.7704 0.9529 -0.5924  -0.16
2 C -3.1877 -0.1779 0.2043  -0.18
3 C -1.4559 1.0970 -0.9463  -0.20
4 C -2.2555 -0.9977 0.6898  -0.21
5 C -0.5185 0.1362 -0.4993  -0.06
6 C -0.9180 -0.8512 0.2989  0.10
7 C 1.2635 -1.9360 0.0142  0.38
8 C 3.0245 1.4400 0.8603  -0.46
9 C 1.8280 1.6279 0.6349  -0.06
10 C 0.9691 0.2820 -0.9298  -0.09
11 N 0.0482 -1.9000 0.6214  -0.51
12 N 1.5413 -0.9663 -0.8633  -0.52
13 H -3.5472 1.7130 -0.8492  0.24
14 H -4.1971 -0.1773 0.5625  0.24
15 H -1.1706 1.9007 -1.6209  0.23
16 H -2.4470 -1.8867 1.1608  0.22
17 H 1.9863 -2.6239 0.1916  0.23
18 H 3.5825 2.1402 1.5438  0.25
19 H 3.7527 0.6881 0.4286  0.22
20 H 1.0412 2.1806 0.8552  0.19
21 H 1.0817 0.8830 -1.8372  0.25
22 H -0.1018 -2.4163 1.4891  0.44
23 H 2.4507 -1.1084 -1.4170  0.44

Atoms 1-2, force components in eV/Å:
C -1.42 -0.33 0.75
C -0.31 3.27 -0.63

(7)
This record from the OMol25 dataset describes a gas-phase ion, C10H11N2O (charge +1) in a non-equilibrium geometry. The level of theory is wB97M-V/def2-TZVPD.

As for the spin multiplicity: 1. For the LUMO energy, the calculation gives -3.09 eV. The molecular weight is 175.21 g/mol. As for the SMILES: CC(=[NH2+])N1C[C@]12C=CC=CC2=C=O. The total charge is +1. The HOMO energy is -0.4245 Eh.

Each line ends with the natural charge from an NBO analysis.
Element x y z (Å)
1 C 1.7439 0.3604 1.7464  -0.66
2 C 1.9474 -0.1257 0.3346  0.58
3 N 3.0477 -0.6948 -0.0380  -0.72
4 N 0.8713 0.1407 -0.3992  -0.40
5 C 0.6962 -0.1792 -1.7833  -0.25
6 C -0.5122 0.2119 -0.8178  0.21
7 C -1.1568 1.5234 -0.7969  -0.25
8 C -2.4178 1.6955 -0.3594  -0.12
9 C -3.0955 0.5687 0.1715  -0.28
10 C -2.5753 -0.5947 0.3652  -0.10
11 C -1.2834 -0.8919 -0.1920  -0.43
12 C -0.7511 -2.0154 0.1050  0.79
13 O -0.3360 -2.9532 0.5662  -0.37
14 H 2.4669 1.1885 1.9423  0.26
15 H 2.0735 -0.5723 2.2905  0.25
16 H 0.7280 0.6577 1.8603  0.25
17 H 3.8610 -0.7447 0.4809  0.43
18 H 3.0850 -1.1471 -0.9169  0.42
19 H 1.2470 0.4767 -2.4443  0.24
20 H 0.8462 -1.2258 -1.9320  0.20
21 H -0.5438 2.2925 -1.1871  0.23
22 H -2.8351 2.7387 -0.4180  0.25
23 H -4.0519 0.7732 0.5397  0.23
24 H -3.0551 -1.4830 0.8822  0.24

Atoms 1-2, force components in eV/Å:
C 2.83 -1.54 -0.25
C -3.83 2.69 2.11

(8)
This record from the OMol25 dataset describes C10H11N2P in the gas phase in a non-equilibrium geometry. The level of theory is wB97M-V/def2-TZVPD.

As for the spin multiplicity: 1. For the LUMO energy (spin up / spin down), the calculation gives -0.35 / -0.37 eV. The molecular weight is 190.19 g/mol. As for the SMILES: CC#P=C(C)/N=N/c1ccccc1. The total charge is 0. The HOMO energy (spin up / spin down) is -0.2661 / -0.2689 Eh.

Each line ends with the natural charge from an NBO analysis.
Element x y z (Å)
1 C 0.9239 -2.8377 0.0151  -0.75
2 C 1.6773 -1.6199 -0.0599  -0.40
3 P 3.0313 -0.7588 -0.2306  0.49
4 C 2.4551 1.2241 0.0986  0.12
5 C 3.4693 2.2673 0.0520  -0.69
6 N 1.3156 1.3347 0.5168  -0.12
7 N 0.4238 0.5656 0.9399  -0.20
8 C -0.8624 0.4102 0.3728  0.12
9 C -1.5007 1.2307 -0.5966  -0.24
10 C -2.8045 1.0596 -0.9194  -0.22
11 C -3.5177 0.0013 -0.4800  -0.22
12 C -2.9309 -0.9055 0.4884  -0.20
13 C -1.6439 -0.6763 0.9604  -0.23
14 H 1.3217 -3.4032 0.8351  0.25
15 H 1.1821 -3.5636 -0.8028  0.24
16 H -0.2228 -2.5735 -0.0424  0.25
17 H 4.4507 1.9042 0.3013  0.24
18 H 3.0312 3.1472 0.5234  0.24
19 H 3.5655 2.6873 -0.9901  0.24
20 H -0.7744 1.9810 -1.1504  0.22
21 H -3.2195 1.7796 -1.5326  0.21
22 H -4.5680 -0.1589 -0.7910  0.21
23 H -3.5316 -1.7524 0.8225  0.21
24 H -1.2711 -1.3430 1.6694  0.22

Atoms 1-2, force components in eV/Å:
C -1.66 -0.25 -1.50
C 1.76 2.13 -0.02